(1)
C26H43N3O3PRe as an isolated structure, computed with ωB97M-V/def2-TZVPD.

Last column: Mulliken charge in e.
Positions of all 77 atoms, in Å:
C (-1.73453, 1.40063, 1.98706)  0.46
N (-0.36133, 1.37515, 1.85904)  -0.08
C (0.42820, 1.45051, 2.94421)  0.64
C (-0.09009, 1.66008, 4.22117)  -0.65
C (-1.47760, 1.75796, 4.37190)  -0.74
C (-2.29782, 1.59617, 3.27664)  -0.91
Re (0.47449, 0.55891, -0.02194)  1.36
C (1.03750, -0.21182, -1.70393)  0.48
O (1.36804, -0.39865, -2.82073)  -0.47
C (1.86903, 1.20549, 2.66476)  -0.87
N (2.00021, 0.23311, 1.49818)  -0.83
C (2.13281, -1.15357, 2.07662)  0.07
C (0.85060, -1.72787, 2.64415)  -1.26
C (-2.46240, 1.19709, 0.80168)  -1.62
P (-1.65911, 0.50633, -0.64767)  1.34
C (-2.56116, 1.68294, -1.89910)  1.58
C (-4.03035, 1.33818, -2.13851)  -1.82
C (-2.48198, -1.21620, -0.83368)  1.87
C (-2.18682, -1.73216, -2.24930)  -1.94
C (-1.86047, -2.17248, 0.18224)  -1.10
C (-3.97897, -1.23658, -0.49878)  -1.67
C (-2.60402, 3.11655, -1.34146)  -1.37
C (-1.77006, 1.53908, -3.20216)  -1.41
C (3.28595, 0.56089, 0.78002)  -0.24
C (3.06302, 1.89126, 0.10351)  -1.23
H (0.60743, 1.66988, 5.06376)  0.55
H (-1.89729, 1.92331, 5.35983)  0.50
H (-3.37694, 1.58248, 3.34387)  0.61
H (-3.52761, 1.39563, 0.81886)  0.97
H (-2.33920, -3.15544, 0.07409)  0.80
H (-0.78831, -2.32883, 0.00505)  -0.29
H (-2.01764, -1.82792, 1.21104)  0.25
H (-4.30269, -2.28572, -0.46189)  0.50
H (-4.16575, -0.78772, 0.48406)  0.40
H (-4.63146, -0.75162, -1.22413)  0.36
H (-2.52845, -2.77431, -2.30868)  0.56
H (-2.69475, -1.16728, -3.03651)  0.33
H (-1.10223, -1.72390, -2.43324)  0.28
H (-4.46669, 2.14413, -2.74885)  0.56
H (-4.18255, 0.40521, -2.69114)  0.32
H (-4.60522, 1.32098, -1.20353)  0.35
H (-3.29695, 3.18216, -0.48914)  0.42
H (-1.63674, 3.50251, -0.99454)  0.39
H (-2.98062, 3.78102, -2.13582)  0.61
H (-1.83975, 0.51312, -3.59672)  0.26
H (-2.17930, 2.23342, -3.94508)  0.60
H (-0.71147, 1.76625, -3.04460)  0.08
H (2.39701, 2.12726, 2.40681)  0.53
H (2.37566, 0.75227, 3.52054)  0.44
H (2.53923, -1.80787, 1.28948)  -0.26
H (2.91112, -1.08650, 2.85478)  0.58
H (3.50955, -0.24743, 0.07460)  0.00
H (4.07309, 0.61821, 1.54380)  0.58
H (3.54673, 1.93901, -0.87895)  0.49
H (1.95785, 2.11958, -0.04211)  0.50
H (3.47048, 2.70340, 0.72626)  0.47
H (1.00523, -2.80362, 2.80940)  0.54
H (0.57774, -1.26651, 3.60428)  0.33
H (0.01182, -1.61752, 1.93488)  0.08
C (1.41155, 3.50020, -2.43484)  -0.89
H (2.18885, 3.87855, -1.76469)  0.33
H (0.81070, 4.31292, -2.86549)  0.36
H (1.91246, 3.00003, -3.28118)  0.30
O (0.60064, 2.57297, -1.69557)  -0.31
H (-0.21441, 2.98428, -1.27008)  -0.15
O (0.99216, -2.33457, -0.96016)  -0.30
N (2.09981, -3.02297, -0.76264)  0.15
C (3.29513, -2.56621, -1.25143)  -0.22
C (4.46068, -3.20890, -0.87952)  -0.76
C (4.42696, -4.26890, 0.03132)  -0.36
C (3.18593, -4.71554, 0.49380)  -0.70
C (2.02617, -4.12529, 0.03450)  -0.19
H (3.24929, -1.71548, -1.92421)  0.67
H (5.38968, -2.83491, -1.30492)  0.46
H (5.35147, -4.75301, 0.34640)  0.45
H (3.11927, -5.51707, 1.22405)  0.47
H (1.02916, -4.45477, 0.32032)  0.46

Output
Orbital gap (alpha / beta)   4.18 / 4.23 eV
HOMO level (alpha / beta)   -16.75 / -16.79 eV
Total charge   +3
2S+1   4

=====

(2)
C26H43N3PmS2 as an isolated structure, computed with ωB97M-V/def2-TZVPD.

Last column: Mulliken charge in e.
Positions of all 75 atoms, in Å:
Pm (1.18208, -0.33808, -0.16820)  1.11
S (-0.83570, 1.64181, -0.39876)  0.49
S (-0.65093, -2.37992, -0.57627)  0.07
C (-2.63310, 1.96722, -0.38081)  -1.09
C (-0.47625, 2.17877, -2.09314)  -0.97
C (-0.94163, 1.04894, -2.97658)  -0.68
N (-0.13314, -0.14500, -2.56524)  -0.06
C (-0.79968, -1.31845, -3.15869)  -0.67
C (-0.40751, -2.56418, -2.39332)  -0.88
H (0.59677, 2.36887, -2.20712)  0.19
H (-1.03008, 3.09935, -2.29174)  0.56
H (-0.75718, 1.26017, -4.03904)  0.41
H (-2.01478, 0.84278, -2.83229)  0.37
H (-0.46963, -1.38907, -4.20816)  0.39
H (-1.89153, -1.16772, -3.15405)  0.40
H (0.63718, -2.83701, -2.61220)  0.34
H (-1.07301, -3.40800, -2.62340)  0.56
C (-2.47229, -2.57492, -0.51130)  -0.89
H (0.75802, -0.04314, -3.06365)  0.34
H (-2.99994, -1.75180, -1.04476)  0.23
H (-2.84322, -2.61879, 0.53274)  0.47
H (-2.64716, -3.56849, -0.99498)  0.45
H (-2.91159, 2.08207, 0.68048)  0.38
H (-3.17885, 1.13805, -0.86168)  0.27
H (-2.80053, 2.92818, -0.91605)  0.41
C (3.93831, -0.00092, -1.48949)  -0.83
C (4.30378, -0.09198, -0.20232)  -0.57
H (3.92001, 0.96862, -1.97854)  0.40
H (3.63898, -0.83896, -2.11724)  0.58
H (4.64160, 0.79338, 0.34427)  0.20
H (4.27298, -1.00315, 0.38274)  0.47
C (-3.74348, 0.04856, 6.03636)  -1.61
C (-2.22513, 0.04521, 6.17329)  1.65
C (-1.79312, 1.31933, 6.91138)  -1.93
C (-1.83786, -1.17890, 7.01855)  -1.54
C (-1.55790, -0.04401, 4.76859)  0.66
C (-1.94858, -1.04176, 3.84624)  -0.88
C (-1.35401, -1.10589, 2.57261)  -0.60
N (-0.34966, -0.28713, 2.16405)  0.38
C (0.03970, 0.63727, 3.09109)  -0.27
C (-0.57739, 0.84731, 4.34334)  0.08
C (1.22506, 1.39498, 2.79535)  -1.08
C (1.97746, 2.15899, 3.68814)  0.30
C (3.13898, 2.75653, 3.19533)  0.51
C (3.44641, 2.76144, 1.83527)  -0.87
C (2.61469, 2.03864, 0.99152)  -1.37
N (1.67752, 1.22296, 1.52107)  0.02
C (4.06286, 3.32334, 4.24449)  1.71
C (5.37269, 3.83444, 3.63865)  -2.00
C (3.32784, 4.51202, 4.85969)  -1.52
C (4.39661, 2.25477, 5.28234)  -1.53
H (-4.24990, 0.12440, 7.00425)  0.45
H (-4.09277, -0.86111, 5.56022)  0.37
H (-4.06611, 0.89576, 5.43416)  0.38
H (-2.25884, 1.41550, 7.90209)  0.38
H (-0.70799, 1.35022, 7.07178)  0.42
H (-2.08474, 2.20631, 6.33756)  0.44
H (-2.19439, -2.09985, 6.55481)  0.37
H (-0.75256, -1.26076, 7.14204)  0.35
H (-2.27264, -1.14023, 8.02802)  0.44
H (-2.71282, -1.77878, 4.11899)  0.42
H (-1.62854, -1.86488, 1.84453)  -0.03
H (-0.20436, 1.68136, 4.95688)  0.66
H (1.74169, 2.22657, 4.75270)  0.51
H (4.32424, 3.26653, 1.43037)  0.60
H (2.72900, 2.03214, -0.09656)  1.02
H (5.19042, 4.65473, 2.92507)  0.39
H (6.02845, 4.22350, 4.43588)  0.41
H (5.91854, 3.03382, 3.12008)  0.46
H (2.38745, 4.19070, 5.31295)  0.33
H (3.93768, 5.01094, 5.62445)  0.45
H (3.06980, 5.23894, 4.07705)  0.39
H (3.50889, 1.91400, 5.80333)  0.33
H (4.84176, 1.38782, 4.80245)  0.38
H (5.09455, 2.64603, 6.02022)  0.45

Output
Orbital gap (alpha / beta)   7.34 / 7.68 eV
HOMO level (alpha / beta)   -17.21 / -17.21 eV
Total charge   +3
2S+1   5

=====

(3)
C26H43N6O6RhS2Si2Te as an isolated structure, computed with ωB97M-V/def2-TZVPD.

Last column: Mulliken charge in e.
Positions of all 87 atoms, in Å:
Rh (-0.00184, 0.29623, -0.14680)  0.50
C (-4.24062, 2.02808, 6.28720)  -1.71
C (-3.44187, 1.18961, 5.32770)  0.93
C (-2.06881, 1.01742, 5.50240)  -0.98
C (-1.33424, 0.22672, 4.63721)  -0.41
C (-1.96645, -0.39245, 3.56461)  -0.47
C (-3.33125, -0.24214, 3.37914)  -0.02
C (-4.05901, 0.54485, 4.26180)  -0.50
S (-0.98991, -1.34908, 2.42669)  0.94
O (-0.38986, -2.40003, 3.20102)  -0.75
O (-1.92152, -1.70288, 1.35748)  -0.83
N (0.09584, -0.37689, 1.80636)  -0.09
C (1.35545, -0.20288, 2.48904)  -0.85
C (1.70229, 1.22802, 2.88093)  0.43
O (0.84535, 2.24668, 2.58399)  -0.80
O (2.70444, 1.48535, 3.48227)  -0.64
H (-3.62290, 2.79704, 6.75015)  0.39
H (-4.65275, 1.40957, 7.08724)  0.35
H (-5.07777, 2.51384, 5.78542)  0.37
H (-1.57016, 1.50824, 6.32979)  0.41
H (-0.27161, 0.09275, 4.79758)  0.52
H (-3.81448, -0.72513, 2.54230)  0.42
H (-5.12551, 0.66454, 4.11039)  0.45
H (2.18294, -0.54576, 1.85945)  0.33
H (1.41797, -0.79481, 3.40554)  0.56
O (-0.15508, 0.91412, -2.09397)  -0.18
N (-0.43746, 2.15960, -2.24036)  0.09
C (-0.84719, 2.51470, -3.43116)  0.84
C (-1.15816, 3.89706, -3.61702)  -0.29
N (-1.39990, 5.01545, -3.73502)  -0.59
C (-1.02210, 1.56219, -4.48674)  0.00
N (-1.15000, 0.76931, -5.30974)  -0.58
C (-3.62409, 0.44245, -2.19032)  -0.64
C (-4.15359, 0.24786, -0.78149)  -0.67
O (-3.22852, 0.70774, 0.20229)  0.57
H (-4.32128, 0.03982, -2.92819)  0.48
H (-2.66262, -0.05935, -2.31408)  -0.21
H (-3.48173, 1.50274, -2.40273)  0.24
H (-4.39094, -0.80644, -0.60071)  0.49
H (-5.07728, 0.81415, -0.63856)  0.31
H (-2.64732, -0.03662, 0.42865)  -0.56
C (-4.91742, 3.21897, 1.87562)  -0.77
Si (-3.29974, 3.99855, 1.37463)  0.52
C (-3.18073, 5.75783, 1.99632)  -1.15
C (-3.09539, 3.96443, -0.48353)  -0.50
C (-1.92046, 3.00925, 2.25568)  0.80
Te (-0.36614, 2.35093, 1.03479)  1.04
C (0.38184, 4.18633, 0.40337)  -0.21
Si (2.28283, 4.27697, 0.18180)  0.23
C (2.53192, 5.58394, -1.12798)  -1.19
C (2.94593, 2.63457, -0.40341)  -0.72
C (3.04413, 4.77840, 1.80564)  -0.99
H (-5.75877, 3.76208, 1.43971)  0.45
H (-5.03860, 3.21705, 2.96128)  0.14
H (-4.94652, 2.18379, 1.53066)  0.03
H (-3.95185, 6.38363, 1.54197)  0.34
H (-2.21267, 6.19995, 1.74797)  0.32
H (-3.30470, 5.80738, 3.08034)  0.29
H (-4.05571, 4.20076, -0.95006)  0.51
H (-2.80146, 2.97428, -0.83900)  -0.43
H (-2.37753, 4.69880, -0.85292)  0.34
H (-2.33520, 2.10052, 2.69549)  -1.43
H (-1.42961, 3.59352, 3.03726)  0.94
H (0.02162, 4.94859, 1.09696)  0.64
H (-0.08515, 4.33592, -0.57356)  -0.15
H (2.05924, 5.29162, -2.06841)  0.33
H (3.59572, 5.73962, -1.32040)  0.33
H (2.10493, 6.54187, -0.82332)  0.33
H (2.39998, 2.25077, -1.26808)  0.08
H (2.91457, 1.86731, 0.37320)  0.18
H (3.99282, 2.75924, -0.69291)  0.53
H (2.62682, 5.72319, 2.16197)  0.32
H (4.12176, 4.91576, 1.68920)  0.33
H (2.88370, 4.01802, 2.57204)  0.27
C (0.53382, -1.82200, -4.11229)  -0.88
N (-0.49169, -2.21231, -3.15617)  0.36
C (-1.76017, -2.66379, -3.46768)  -0.14
C (-2.39591, -2.90303, -2.30046)  -0.85
N (-1.50654, -2.59548, -1.29631)  0.27
C (-0.34540, -2.16467, -1.82029)  -0.05
S (1.05397, -1.67766, -0.95221)  -0.46
H (0.05288, -1.60556, -5.06134)  0.37
H (1.26592, -2.62024, -4.22452)  0.27
H (1.02368, -0.92521, -3.74372)  0.26
H (-2.09270, -2.75536, -4.48555)  0.48
H (-3.39268, -3.25200, -2.10296)  0.48
H (-1.67841, -2.55923, -0.29089)  0.24

Output
Orbital gap   7.73 eV
ΔE to the lowest compared entry with this formula, charge and spin   22.9 kcal/mol
HOMO level   -7.99 eV

=====

no.,E (hartree)
1,-1824.970535
2,-2584.612177
3,-3550.442810